No. 1
Computed, not measured: a molecular structure, C4H5NO2 at a distorted geometry, with the ωB97M-V functional and the def2-TZVPD basis.

Cartesian coordinates (Å):
C: 0.6337 0.3359 -0.9668
H: 1.8835 -1.2611 -0.1104
H: 1.3843 2.2732 0.1563
C: 0.9400 1.2882 0.0795
H: 0.1519 -1.4077 0.3823
H: -2.0495 0.1984 0.3323
C: 0.9504 -0.7240 0.0836
H: 0.7496 0.3240 -2.0434
C: -2.5031 -0.7466 0.5820
O: -0.3900 1.1765 -0.3986
O: 1.1846 0.3290 1.0638
N: -2.9352 -1.7856 0.8393

Properties
Highest occupied orbital energy   -0.394 Eh
Relative energy (zero: lowest compared OMol25 entry of this formula, charge and spin)   352.2 kJ/mol
HOMO-LUMO gap   11.59 eV
2S+1   1

No. 2
Computed, not measured: a molecular structure, C60H59BaN7O4S2 at a distorted geometry, with the ωB97M-V functional and the def2-TZVPD basis.

Cartesian coordinates (Å):
H: -2.0036 -4.5158 -3.3018
C: -2.8357 -0.0673 -0.2527
C: 0.0504 -0.6960 6.0670
N: 0.9247 2.3029 -1.6311
C: -3.6618 -4.0105 -5.3962
C: 2.3750 2.6463 -5.6580
N: 2.0460 -0.0048 -3.0417
S: -0.2920 -0.2374 2.0886
C: -1.7254 -2.5745 -2.4459
H: -1.5298 -6.6204 1.1298
H: 5.1251 -0.8076 -4.0348
H: -2.4407 0.8702 3.5659
H: -3.0444 0.3047 -3.6994
C: -1.5257 4.1521 0.4518
N: 0.4984 2.5892 2.1768
C: 1.4134 2.3931 -2.9703
N: 5.3802 -0.5888 2.2992
H: -3.7630 -2.2196 3.0904
H: 2.9423 1.7934 -7.5563
C: 1.6454 2.7296 2.8241
H: -3.4046 -3.7413 -6.4235
C: -3.0291 -0.8798 0.8198
H: -1.1490 3.1203 -3.2305
H: -3.5129 1.6362 -1.4374
H: 6.3659 2.6154 -0.4218
C: 6.5824 2.0536 2.2569
H: -2.9211 0.9203 5.9899
C: -0.0751 -2.9793 2.1016
C: -4.1686 -0.6257 1.6593
H: 1.1221 -3.2164 -3.5711
H: 1.7698 2.2351 3.7789
C: -3.7236 0.9986 -0.5830
C: 6.7848 -0.9731 2.3625
C: -6.3665 -0.0423 3.3149
C: 2.5654 3.5191 2.1025
H: 3.4089 -1.2382 2.6148
C: -4.4288 -1.4057 2.8302
N: 0.6649 3.2940 1.0190
C: -1.2337 3.4061 -2.1890
C: 0.3315 -0.7495 4.7092
H: -1.5750 4.4380 1.4995
C: -2.3424 4.1136 -1.7645
C: -0.4853 -4.2378 1.8164
O: 2.7716 -2.6634 -2.4288
C: -2.2526 -3.4614 -3.3763
H: -3.6968 -7.0107 0.0424
H: 0.7607 -1.1087 6.7760
C: -5.0425 0.4328 1.3481
H: 4.9013 3.1988 0.3936
C: -1.7486 -4.4704 1.2003
C: 1.6713 -2.3630 -3.1931
H: 5.0530 -2.5836 -3.9345
S: -1.4211 -0.0934 -1.3753
N: 5.7652 1.4551 1.2175
H: 3.5651 3.8056 2.3882
C: 2.4290 1.4461 -4.9693
H: -1.0464 -2.8974 -1.6673
H: -3.5482 5.9084 0.8689
H: 7.6452 2.0614 2.0020
H: 0.9827 4.4902 -3.1658
Ba: 1.7797 0.2195 -0.2629
H: 1.7904 4.7075 -5.4605
C: -0.1775 3.0332 -1.2989
C: 1.8426 3.7385 -4.9693
H: -7.2065 0.1765 3.9619
C: -3.3783 -6.0022 0.2769
C: 3.7764 -1.5155 -2.5311
C: 1.3815 3.6159 -3.6678
C: -0.5953 -0.2117 3.8273
C: -2.1304 -2.0500 1.1749
H: 2.1667 4.4492 0.0945
O: -0.2760 -0.8337 -0.6853
C: -2.8477 -0.7578 -3.5989
H: -5.1663 -5.0680 -0.5454
C: -6.1476 0.7068 2.2098
C: -2.5371 4.4964 -0.4252
C: -3.0847 -3.0266 -4.4062
H: -3.1037 4.3710 -2.4993
C: -3.3677 -1.6635 -4.5115
H: 1.2560 -1.1762 4.3412
H: -4.1844 5.8554 -0.7704
H: 7.3920 -0.2923 1.7752
C: 1.8920 3.8567 0.9532
H: -4.5709 4.5746 0.3707
C: -2.1806 -5.7896 0.8816
O: 1.2377 -0.4197 1.9416
C: -4.8060 1.2263 0.1941
N: 3.1986 -0.2915 -2.1812
C: -2.0162 0.4406 5.6322
H: 4.8373 1.7614 -0.6455
H: -3.2896 -5.0199 -5.2150
H: -5.4912 2.0339 -0.0494
H: 3.9312 3.1680 -7.0953
H: 6.2650 3.0896 2.4039
H: -0.5071 0.0233 8.6060
O: 3.8592 0.2898 0.8718
H: -3.9878 -1.3053 -5.3268
H: 0.8947 -2.7868 2.5416
H: 4.5116 -1.7251 -1.7514
C: -0.9309 -1.8916 1.7829
C: 4.4255 -1.6245 2.6559
C: -3.8274 -3.6284 0.2387
C: 4.4627 -1.6622 -3.8785
C: 1.9652 1.2896 -3.6654
H: -2.0867 0.7442 8.2731
H: 2.2957 3.4299 -7.6751
C: -0.3956 3.4594 0.0330
H: 4.6342 -1.9693 3.6706
C: -2.0550 -1.2364 -2.5670
C: 2.9135 2.7677 -7.0632
H: -1.9091 -1.0049 8.3434
H: -6.8053 1.5321 1.9610
C: -1.4214 -0.0819 8.0210
C: 4.9539 0.3861 1.4451
H: 2.8454 0.5640 -5.4507
C: -1.1248 -0.1117 6.5449
H: 6.9019 -1.9780 1.9482
C: -3.7684 5.2417 0.0323
C: 1.3521 -1.1101 -3.5399
H: -4.4610 -2.7922 -0.0319
C: -5.4869 -1.1237 3.6291
C: -4.2167 -4.8975 -0.0522
C: -2.5763 -3.3810 0.8808
H: -4.7526 -4.0426 -5.3375
H: -5.6621 -1.7200 4.5156
H: 4.5059 -2.4809 1.9767
C: 5.4434 2.3055 0.0718
H: 0.5320 -0.9047 -4.2174
H: 7.1588 -0.9794 3.3879
H: 0.1498 -5.0855 2.0466
H: 6.4556 1.5202 3.1962
H: 3.7320 -1.6858 -4.6923
C: -1.7545 0.4068 4.2690

Properties
Highest occupied orbital energy   -0.197 Eh
Relative energy (zero: lowest compared OMol25 entry of this formula, charge and spin)   117.8 kJ/mol
HOMO-LUMO gap   5.38 eV
2S+1   1

No. 3
Computed, not measured: 2 unconnected molecules or ions with the total composition C3H7NO3 at a distorted geometry, with the ωB97M-V functional and the def2-TZVPD basis.

Cartesian coordinates (Å):
H: -0.9107 -1.6007 1.2562
H: 0.2749 -2.6259 0.3742
C: 1.1590 0.9140 0.4641
C: -0.3880 -1.7629 0.3147
O: -2.5842 0.7543 0.2768
H: 0.8713 1.9841 -1.1002
O: 1.6050 1.7444 -0.5157
H: -1.0106 -2.0363 -0.5484
H: 0.4534 1.3532 1.1704
H: 2.0444 0.5479 0.9787
H: 0.8452 -0.7449 -0.8873
N: 0.3521 -0.5621 -0.0168
C: -1.6465 0.7477 -0.4315
O: -1.0655 1.2871 -1.3352

Properties
SMILES   O=C=O.CNCO
Highest occupied orbital energy   -0.316 Eh
Relative energy (zero: lowest compared OMol25 entry of this formula, charge and spin)   342.8 kJ/mol
HOMO-LUMO gap   8.96 eV
2S+1   1

No. 4
Computed, not measured: a molecular structure, C15H11BrPd, with the ωB97M-V functional and the def2-TZVPD basis.

Cartesian coordinates (Å):
H: 4.5032 0.0111 -0.0330
C: -3.4211 -1.1228 1.5458
Pd: -1.5284 0.0648 0.4951
C: -2.9971 0.6354 2.9577
H: 4.3818 0.0219 -2.4303
H: 0.5880 -0.0522 -4.4323
C: 1.3733 0.0186 1.3369
C: 2.5825 -0.0009 -3.5687
H: 3.0910 0.0042 -4.5280
C: 0.5034 0.0263 0.2334
C: -3.7270 0.0824 0.8333
H: -4.2896 0.1522 -0.0854
Br: -1.3457 -0.1116 -2.4143
C: 3.2949 0.0110 -2.4082
H: -3.6905 -2.1215 1.2361
C: 2.7743 0.0056 1.2508
C: 1.2035 -0.0012 -1.0474
H: 0.9290 0.0349 2.3249
C: -3.3723 1.1752 1.6876
H: -3.6004 2.2140 1.5047
H: -2.7154 -1.4540 3.6416
C: 1.1718 -0.0276 -3.5237
C: 0.5354 -0.0314 -2.3107
C: 2.6448 0.0055 -1.1435
H: -2.6544 1.2122 3.8069
C: 3.4196 0.0069 0.0384
C: -3.0225 -0.7613 2.8686
H: 3.3680 0.0023 2.1638

Properties
Total charge   -2
Highest occupied orbital energy   0.067 Eh
Relative energy (zero: lowest compared OMol25 entry of this formula, charge and spin)   31.7 kJ/mol
HOMO-LUMO gap   3.48 eV
2S+1   1

No. 5
Computed, not measured: 4 unconnected molecules or ions with the total composition C2H15N2O3 at a distorted geometry, with the ωB97M-V functional and the def2-TZVPD basis.

Cartesian coordinates (Å):
O: 0.1468 1.8792 2.4051
N: -2.3389 1.4946 -0.9397
C: -2.1646 0.2812 -0.2573
H: -2.9371 1.4865 -1.7495
N: -0.0575 -0.7360 -0.1670
H: 2.2736 -2.8427 1.2365
H: 2.5829 0.5281 -1.2431
H: 0.4288 -1.5479 -0.5237
H: 3.0683 -0.0556 0.0446
H: -0.7337 0.0645 -2.1235
H: 0.7093 2.6887 2.4929
H: 0.4930 0.1732 -0.2117
H: 0.4531 1.6310 3.3413
H: 2.7143 -2.1419 -0.0281
O: 1.9098 -2.6076 0.3194
C: -1.1624 -0.4345 -1.0968
H: -1.2120 -1.4192 -1.8277
H: -1.7506 0.5796 0.7807
O: 3.2635 -0.0711 -0.8009
H: -0.1944 -0.9581 0.8181
H: -3.0000 -0.3321 -0.0637
H: -2.4922 2.3402 -0.4059

Properties
Total charge   +1
Highest occupied orbital energy   -0.476 Eh
Relative energy (zero: lowest compared OMol25 entry of this formula, charge and spin)   334.3 kJ/mol
HOMO-LUMO gap   9.55 eV
2S+1   1

No. 6
Computed, not measured: 2 unconnected molecules or ions with the total composition C5H12 at a distorted geometry, with the ωB97M-V functional and the def2-TZVPD basis.

Cartesian coordinates (Å):
H: -1.9584 -0.0486 -1.6249
H: -1.6540 -1.5707 1.8245
C: 2.7780 0.4217 -0.1982
H: -1.2992 1.4977 -0.6489
C: 4.1058 0.3386 -0.5148
C: -2.2852 -0.0188 0.5126
H: 4.8896 1.0934 -0.1409
H: -2.2341 0.7025 1.2969
H: 2.0617 -0.2671 -0.4144
C: -2.0742 0.7081 -0.8347
H: -2.9633 1.3317 -1.0037
H: -1.3665 -2.1076 0.0920
C: -1.3721 -1.1912 0.8320
H: -0.3740 -0.9255 0.7121
H: 2.6074 0.6022 0.8680
H: -3.2996 -0.3228 0.6003
H: 4.4379 -0.2436 -1.3578

Properties
SMILES   C=C.CCC
Highest occupied orbital energy   -0.369 Eh
Relative energy (zero: lowest compared OMol25 entry of this formula, charge and spin)   264.2 kJ/mol
HOMO-LUMO gap   11.14 eV
2S+1   1